[1]
The following is a quantum chemistry calculation of a structure of composition C27H26N4O2RuSe at a distorted geometry, from the OMol25 dataset.

Its HOMO energy (alpha / beta) is -7.7 / -11.4 eV. The charge is +1. The energy above the lowest of the compared OMol25 structures with the same formula, charge and spin comes out at 14.58 kcal/mol. The expectation value of S² is 8.79. As for the multiplicity: 6.

Each line ends with the Löwdin spin population.
CARTESIAN COORDINATES (ANGSTROEM)
Ru -0.0764 -0.2283 -0.4724  2.41
O -2.2320 2.1396 2.1474  0.21
C -1.6481 1.6921 1.1473  0.14
N -1.7628 0.3925 0.6454  0.17
C -2.4611 -0.6262 1.2409  0.04
O -3.2226 -0.5508 2.1929  0.09
C -2.1077 -1.9541 0.6605  0.01
C -2.8692 -3.0818 0.9438  0.00
C -2.4826 -4.3058 0.4399  0.00
C -1.3324 -4.3850 -0.3435  0.01
C -0.6290 -3.2284 -0.5959  0.02
N -0.9926 -2.0429 -0.0947  0.03
C -0.6337 2.4643 0.4474  0.16
C -0.5053 3.8516 0.6542  0.04
C 0.5476 4.5275 0.0998  0.08
C 1.4924 3.8216 -0.6833  0.11
C 1.3074 2.4791 -0.8852  0.04
N 0.2897 1.7983 -0.3312  0.20
H -3.7547 -2.9589 1.5514  0.00
H -3.0626 -5.1963 0.6412  0.00
H -0.9992 -5.3265 -0.7539  0.00
H 0.2543 -3.2354 -1.2217  0.00
H -1.2601 4.3493 1.2462  0.00
H 0.6553 5.5938 0.2453  0.00
H 2.3432 4.3228 -1.1198  0.01
H 1.9884 1.9089 -1.5061  0.00
C -0.8823 0.7930 4.6747  0.00
N 0.3907 0.6293 3.9194  0.00
C 0.7534 1.9101 3.2448  0.00
C 0.2648 -0.5180 2.9581  0.01
C 1.5171 -0.8035 2.1661  0.03
C 2.6654 -1.1936 2.8523  0.00
C 3.8395 -1.4810 2.1750  0.02
C 3.8724 -1.3727 0.7932  0.00
C 2.7329 -0.9779 0.1068  0.06
C 1.5337 -0.6975 0.7705  0.09
H -0.8096 1.6608 5.3263  0.00
H -1.0767 -0.0929 5.2757  0.00
H -1.6936 0.9413 3.9593  0.00
H 1.1393 0.4001 4.5711  0.00
H -0.1484 2.3304 2.7998  0.00
H 1.5000 1.7280 2.4759  0.00
H 1.1483 2.6065 3.9812  0.00
H -0.5556 -0.2575 2.3039  0.00
H -0.0277 -1.3950 3.5383  0.00
H 2.6430 -1.2990 3.9340  0.00
H 4.7181 -1.7972 2.7210  0.00
H 4.7795 -1.6079 0.2519  0.00
H 2.7753 -0.8865 -0.9748  0.01
Se -1.1102 0.0158 -2.6596  0.74
C -0.7583 -0.0334 -4.5338  0.09
C 0.0762 -0.9779 -5.1252  0.05
C 0.1832 -1.0160 -6.5044  0.00
C -0.5238 -0.1138 -7.2895  0.05
C -1.3379 0.8415 -6.6924  0.00
C -1.4638 0.8812 -5.3161  0.05
H 0.6293 -1.6825 -4.5182  0.00
H 0.8177 -1.7558 -6.9740  0.00
H -0.4442 -0.1588 -8.3672  0.00
H -1.8858 1.5498 -7.2987  0.00
H -2.1082 1.6097 -4.8413  0.00

[2]
The following is a quantum chemistry calculation of a structure of composition C27H27AsClCoO2P at a distorted geometry, from the OMol25 dataset.

Its HOMO energy (alpha / beta) is -7.4 / -8.1 eV. The charge is 0. The energy above the lowest of the compared OMol25 structures with the same formula, charge and spin comes out at 1.19 kcal/mol. The expectation value of S² is 3.77. As for the multiplicity: 4.

Each line ends with the Löwdin spin population.
CARTESIAN COORDINATES (ANGSTROEM)
Co -0.4400 0.8107 -1.0031  2.50
C -0.9713 -4.1442 0.9856  0.00
C 0.3102 -3.6855 0.7274  0.00
C 0.6188 -2.3281 0.8083  0.00
C -0.3924 -1.4130 1.1062  0.01
C -1.6567 -1.8731 1.4509  0.00
C -1.9395 -3.2323 1.3983  0.00
P -0.0540 0.3827 1.1410  0.08
C -0.5065 0.7993 2.8647  0.02
C -0.9236 2.0713 3.2178  0.00
C -1.1114 2.3982 4.5581  0.00
C -0.9038 1.4330 5.5571  0.00
C -0.4957 0.1742 5.1737  0.00
C -0.2861 -0.1542 3.8435  0.01
C 1.7298 0.6446 1.1736  0.00
C 2.5493 0.7769 2.2809  0.01
C 3.9363 0.9390 2.0785  0.00
C 4.5007 0.9742 0.8234  0.01
C 3.6846 0.8892 -0.3509  0.00
C 4.1637 0.9590 -1.7061  0.03
C 3.2695 1.0221 -2.7452  0.00
C 1.9050 0.8675 -2.5428  0.05
C 1.3855 0.6737 -1.2653  0.06
C 2.2761 0.7190 -0.1555  0.03
H -1.2704 -5.1841 0.8530  0.00
H 1.0809 -4.3795 0.4197  0.00
H 1.6426 -2.0170 0.6347  0.00
H -2.4123 -1.1488 1.7706  0.00
H -2.9537 -3.5408 1.6197  0.00
H -1.1846 2.7645 2.4209  0.00
H -1.4315 3.3838 4.8566  0.00
H -1.0462 1.6493 6.6134  0.00
H -0.3075 -0.5955 5.9366  0.00
H 0.0754 -1.1259 3.5744  0.00
H 2.1623 0.6813 3.3003  0.00
H 4.5686 1.0569 2.9525  0.00
H 5.5874 1.0457 0.7447  0.00
H 5.2312 0.9549 -1.9096  0.00
H 3.6239 1.1956 -3.7530  0.00
H 1.2463 0.8488 -3.4018  0.01
C -2.5970 -2.4595 -2.0715  0.02
As -1.2209 -1.0715 -2.4374  0.05
C -2.0909 -0.2653 -4.0410  0.00
C 0.1264 -2.2609 -3.2185  0.01
H -3.0581 -2.7488 -3.0313  0.00
H -3.3353 -1.9860 -1.4125  0.00
H -2.1169 -3.3134 -1.6068  0.00
H -2.4088 -1.0681 -4.7349  0.00
H -1.3975 0.4169 -4.5626  0.00
H -2.9286 0.3468 -3.6899  0.00
H -0.2686 -2.6112 -4.1917  0.00
H 0.3249 -3.1125 -2.5397  0.00
H 1.0651 -1.7193 -3.3688  0.00
Cl -0.9121 5.2188 -2.9004  0.00
C -2.3639 4.1722 -2.6360  0.00
C -2.1685 3.1480 -1.4408  0.01
O -2.4705 3.4566 -0.3002  0.01
O -1.7191 2.0084 -1.8396  0.07
H -2.5344 3.6837 -3.6101  0.00
H -3.1861 4.8717 -2.4193  0.00

[3]
The following is a quantum chemistry calculation of a structure of composition C27H27BaF9O31P at a distorted geometry, from the OMol25 dataset.

Its HOMO energy (alpha / beta) is -11.2 / -11.2 eV. The charge is 0. The expectation value of S² is 0.76. As for the multiplicity: 2.

Each line ends with the Löwdin spin population.
CARTESIAN COORDINATES (ANGSTROEM)
Ba 0.1813 1.5904 2.9733  -0.02
P -0.2317 0.4445 0.3550  -0.03
O -1.5168 1.0416 1.1091  0.38
O 0.6937 1.6982 0.3076  0.45
O -0.5641 -0.2073 -1.0130  0.01
O 0.5018 -0.5175 1.4472  0.21
C -2.3056 -1.5514 2.4971  0.01
C -2.8270 -2.1360 1.2416  0.00
O -4.2527 -2.1914 1.5093  0.00
C -4.3243 -2.3565 2.8027  0.00
O -5.3320 -2.6786 3.4814  0.00
O -3.2231 -1.9980 3.3905  0.00
F -2.3051 -3.2704 0.7230  0.00
H -2.2908 -0.4618 2.4704  0.00
H -1.2377 -1.7696 2.4956  0.00
H -2.4821 -1.3263 0.5986  0.00
C 2.1000 1.1220 -2.3486  0.00
C 1.0939 0.8377 -3.4399  0.00
O 1.8836 0.3925 -4.3875  0.00
C 3.1897 0.2148 -3.9885  0.00
O 4.1875 -0.1625 -4.5767  0.00
O 3.3251 0.6389 -2.7963  0.00
F 0.3512 1.9008 -3.8681  0.00
H 2.0780 0.3846 -1.5461  0.00
H 2.2159 2.1565 -2.0255  0.00
H 0.3399 0.0954 -3.1777  0.00
C -3.0144 -0.6521 -2.7422  0.00
C -3.2770 0.7214 -1.9216  0.00
O -4.6581 0.6687 -1.9156  0.00
C -5.1818 -0.4197 -2.4882  0.00
O -6.3547 -0.8009 -2.4663  0.00
O -4.2435 -1.0033 -3.2517  0.00
F -2.9083 1.8239 -2.5321  0.00
H -2.8799 -1.4288 -1.9894  0.00
H -2.1267 -0.7408 -3.3685  0.00
H -2.8080 0.7966 -0.9406  0.00
C -0.6856 3.5340 -1.5835  0.00
C -1.1034 4.2201 -0.3459  0.00
O -2.3731 4.5515 -0.8506  0.00
C -2.3444 4.7973 -2.1082  0.00
O -3.3802 5.0169 -2.7037  0.00
O -1.1430 4.4872 -2.5153  0.00
F -0.3372 5.2781 0.0152  0.00
H -1.0322 2.5153 -1.7568  0.00
H 0.3979 3.4302 -1.5250  0.00
H -1.2036 3.5660 0.5202  0.00
C 1.0506 -3.4735 3.2641  0.00
C 0.1329 -4.1258 4.4072  0.00
O 1.0327 -5.0582 4.9732  0.00
C 2.3065 -4.8602 4.5102  0.00
O 3.3612 -5.3544 4.9821  0.00
O 2.2538 -4.1212 3.4475  0.00
F -0.9348 -4.7349 3.8036  0.00
H 1.1809 -2.3925 3.2141  0.00
H 0.5430 -3.6932 2.3248  0.00
H -0.2742 -3.4568 5.1654  0.00
C 5.0004 3.1448 1.0391  0.00
C 3.8849 3.0127 0.0035  0.00
O 4.5501 2.5891 -1.2244  0.00
C 5.8835 2.6835 -1.0167  0.00
O 6.8092 2.3542 -1.7884  0.00
O 6.1408 3.0910 0.2706  0.00
F 3.3940 4.2317 -0.1651  0.00
H 5.0233 2.2374 1.6426  0.00
H 4.9690 4.0512 1.6436  0.00
H 3.0065 2.4260 0.2725  0.00
C 1.1648 -2.3187 -2.1471  0.00
C 0.5364 -3.2014 -1.0709  0.00
O 1.5276 -4.1907 -0.8320  0.00
C 2.1662 -4.3871 -1.9434  0.00
O 2.8429 -5.3810 -2.2029  0.00
O 2.1263 -3.2228 -2.7015  0.00
F -0.5843 -3.6906 -1.6795  0.00
H 1.5748 -1.4024 -1.7224  0.00
H 0.4937 -2.1078 -2.9797  0.00
H 0.1744 -2.6642 -0.1943  0.00
C -4.1792 2.4079 1.1810  0.00
C -5.2557 1.3510 1.3195  0.00
O -6.3231 1.8953 0.4259  0.00
C -5.9678 3.1941 0.0732  0.00
O -6.7185 4.0494 -0.4365  0.00
O -4.8274 3.5492 0.6611  0.00
F -5.5085 1.4521 2.5790  0.00
H -3.3254 2.3299 0.5079  0.00
H -3.8397 2.7789 2.1481  0.00
H -4.7813 0.3885 1.1287  0.00
C 3.1657 -0.9981 0.6430  0.00
C 3.9613 -1.0334 1.8905  0.00
O 5.3444 -1.0527 1.3914  0.00
C 5.3290 -1.3535 0.1405  0.00
O 6.3171 -1.5923 -0.5430  0.00
O 4.0877 -1.4972 -0.2875  0.00
F 3.6079 -2.1521 2.4406  0.00
H 2.7469 -0.0158 0.4241  0.00
H 2.3650 -1.7373 0.6637  0.00
H 3.8732 -0.2004 2.5880  0.00

[4]
The following is a quantum chemistry calculation of a structure of composition C27H27BrGeNO3OsP at a distorted geometry, from the OMol25 dataset.

Its HOMO energy (alpha / beta) is -16.7 / -16.6 eV. The charge is +3. The energy above the lowest of the compared OMol25 structures with the same formula, charge and spin comes out at 0.00 kcal/mol. The expectation value of S² is 8.79. As for the multiplicity: 6.

Each line ends with the Löwdin spin population.
CARTESIAN COORDINATES (ANGSTROEM)
Os -0.8300 -0.2771 -0.6913  3.01
Br -0.6600 2.8299 -2.7835  0.02
C -1.9806 2.6402 -1.4358  0.02
C -2.8324 3.7091 -1.1830  0.00
C -3.7001 3.5779 -0.0847  0.01
C -3.7605 2.4258 0.6584  0.00
C -2.8710 1.3981 0.3536  0.02
N -1.9777 1.4959 -0.6942  0.15
C -2.7477 0.2495 1.2422  0.02
O -3.3527 0.2251 2.2764  0.02
O -1.9625 -0.7831 0.7858  0.22
H -2.8647 4.5098 -1.8943  0.00
H -4.3538 4.4086 0.2137  0.00
H -4.3507 2.3807 1.5943  0.00
C -2.5644 -2.7268 -2.1521  0.01
P -1.9142 -1.4754 -3.2633  0.02
C -3.1363 -0.2154 -3.4541  0.00
C -1.3163 -2.0690 -4.8421  0.00
O -0.6581 -0.7900 -2.6744  0.21
H -3.1522 -3.4513 -2.7007  0.00
H -3.1329 -2.2264 -1.3560  0.00
H -1.7446 -3.3019 -1.6475  0.00
H -4.0513 -0.5366 -3.9991  0.00
H -2.6666 0.6324 -3.9667  0.00
H -3.4370 0.1215 -2.4475  0.00
H -2.1103 -2.3596 -5.5345  0.00
H -0.6901 -2.9607 -4.6499  0.00
H -0.6883 -1.2987 -5.3428  0.00
C 0.2813 -3.3123 4.2270  0.29
C -0.3466 -3.4111 2.9930  0.06
C 0.0027 -2.5820 1.9643  0.11
C 0.7686 -1.3991 2.2427  0.31
C 1.3497 -1.2754 3.5265  0.05
C 1.0765 -2.2228 4.5208  0.11
Ge 1.0980 -0.1478 0.7364  0.11
C 2.8366 -0.7219 -0.1469  0.06
C 3.8862 -1.3803 0.5415  0.01
C 4.9820 -1.8827 -0.1401  0.00
C 5.0968 -1.6330 -1.5053  0.01
C 4.0825 -0.9721 -2.2227  0.01
C 2.9840 -0.5387 -1.5339  0.01
C 1.3860 1.7108 1.4445  0.03
C 2.3485 2.5477 0.8506  0.01
C 2.5373 3.8521 1.3255  0.00
C 1.7503 4.3152 2.3707  0.01
C 0.7464 3.5445 2.9111  0.00
C 0.5680 2.2519 2.4265  0.01
H 0.1803 -4.0844 5.0094  0.01
H -1.0308 -4.2347 2.8189  0.00
H -0.4613 -2.7716 1.0154  0.01
H 1.9308 -0.3993 3.8073  0.00
H 1.4865 -2.0887 5.5229  0.00
H 3.7320 -1.5814 1.5786  0.00
H 5.7945 -2.4412 0.3603  0.00
H 6.0394 -1.8570 -1.9855  0.00
H 4.0921 -0.8861 -3.2831  0.00
H 2.1888 0.0117 -2.0539  0.00
H 2.9757 2.1561 0.0544  0.00
H 3.3054 4.4703 0.8832  0.00
H 1.9156 5.3277 2.7852  0.00
H 0.1400 3.8789 3.7337  0.00
H -0.2170 1.6242 2.8938  0.00